Record 1
DFT (the ωB97M-V functional and the def2-TZVPD basis) results for C27H35IN4P2W as an isolated structure at a distorted geometry.

The spin multiplicity is 3. Its total charge is +2. As for the HOMO-LUMO gap (alpha / beta): 5.553 / 3.189 eV. The LUMO energy (alpha / beta) comes out at -7.716 / -10.082 eV.

```
70
Properties=species:S:1:pos:R:3:forces:R:3
W -0.4066 0.9240 1.6040 -0.90 3.12 2.01
C -2.0577 1.6440 -3.3010 -0.68 -0.30 -0.14
C -2.0661 0.3290 -3.0589 -0.68 0.43 -0.91
C -1.0364 -0.6576 -3.4886 0.44 -0.06 -0.07
C 0.4120 -0.1346 -3.5252 0.41 -0.16 -0.77
C 0.8706 0.6563 -2.3431 0.87 0.59 0.21
C 0.5200 1.9125 -2.0126 1.02 -0.26 -0.36
C 0.1302 2.9154 -3.0451 -1.15 0.30 -0.21
C -0.9963 2.4340 -3.9939 0.30 0.45 -0.30
C 0.6944 1.4647 3.3069 0.02 -0.68 1.16
H -2.9448 2.2458 -3.0775 0.12 -0.41 0.20
H -2.9952 -0.1568 -2.7414 0.16 0.43 0.24
H -1.2712 -1.0288 -4.5003 -0.04 0.04 0.29
H -1.1087 -1.5389 -2.8371 0.10 0.01 -0.04
H 1.0711 -1.0047 -3.6381 -0.07 0.15 -0.07
H 0.5459 0.4559 -4.4318 0.09 -0.22 -0.05
H 1.7950 0.2547 -1.9088 -0.82 -0.02 0.74
H 0.7453 2.3239 -1.0262 0.70 -0.18 -0.60
H 1.0269 3.1335 -3.6566 -0.32 0.00 0.39
H -0.1760 3.8567 -2.5675 0.09 -0.16 -0.10
H -1.4652 3.3223 -4.4353 0.12 -0.23 -0.01
H -0.5608 1.8717 -4.8231 -0.21 0.17 0.12
H -0.0213 1.9305 4.0127 0.70 -0.09 -0.17
H 1.4718 2.1941 3.0259 -0.07 -0.28 -0.07
H 1.1579 0.5967 3.8044 0.04 0.54 0.24
P 1.4143 -0.4519 0.8464 5.86 -0.10 -0.07
P -1.1919 -1.8107 1.4691 -1.08 2.24 -0.97
N 2.8149 0.6757 0.3490 -2.02 -0.94 0.12
N 2.4952 -1.4587 1.8999 -1.33 0.75 -0.84
N -1.6311 -0.1403 0.5037 -0.42 -2.38 1.55
N -2.7829 -2.4979 1.7883 -0.02 0.08 -0.61
C 0.7609 -1.6392 -0.4078 0.15 -0.53 -0.74
C -0.4943 -2.4721 -0.0261 -0.38 -1.13 -0.26
C 2.7077 2.0422 0.5947 0.48 0.40 -0.12
C 3.8723 2.6705 0.1982 -1.28 -0.59 0.34
C 4.7205 1.6732 -0.3605 -0.89 -0.62 0.31
C 4.0555 0.4617 -0.2585 0.24 0.19 -0.07
C 3.2729 -0.9744 2.9588 0.14 -0.47 0.39
C 4.0023 -2.0258 3.4980 -0.82 0.95 -0.71
C 3.6841 -3.1981 2.7439 -0.78 0.68 -0.85
C 2.7719 -2.8204 1.7638 0.27 -0.60 0.74
C -0.8643 2.6773 0.8058 -0.36 -0.28 -0.35
C -2.0123 2.7306 -0.0154 -0.16 -0.01 0.32
C -2.9719 1.7069 -0.2545 0.16 -0.25 -0.54
C -2.7674 0.3501 -0.0259 0.01 0.40 0.14
C -3.9884 -2.4110 1.0841 1.74 -0.12 0.55
C -5.0065 -2.9088 1.8813 0.21 -0.94 2.33
C -4.4156 -3.2954 3.1355 -1.97 0.25 -1.47
C -3.0659 -3.0127 3.0621 0.87 1.02 -0.93
H 1.5790 -2.2967 -0.7453 -0.30 0.18 0.18
H 0.4541 -1.0503 -1.2873 0.32 -0.01 0.74
H -1.3311 -2.3978 -0.7351 0.73 -0.11 -0.47
H -0.2531 -3.5354 0.1057 0.04 0.20 0.02
H 1.8106 2.4515 1.0451 0.40 0.01 -0.16
H 4.0406 3.7246 0.3363 0.21 0.01 -0.15
H 5.6962 1.8664 -0.7733 0.06 -0.29 0.00
H 4.3718 -0.5337 -0.5298 0.00 0.05 0.02
H 3.2121 0.0720 3.2357 0.20 -0.26 -0.07
H 4.6883 -1.9358 4.3316 -0.13 -0.06 -0.20
H 4.0992 -4.1870 2.8911 -0.13 0.16 -0.12
H 2.2773 -3.4086 1.0026 0.19 0.01 0.14
H -0.3864 3.6552 1.0654 -0.11 -0.93 -0.40
H -2.1741 3.6983 -0.5192 -0.32 -0.40 0.48
H -3.8996 1.9395 -0.8053 0.74 0.07 0.32
H -3.5044 -0.3532 -0.3837 -0.15 0.25 -0.08
H -4.0267 -1.9883 0.0918 -0.04 -0.34 0.12
H -6.0450 -2.9870 1.5930 0.07 0.00 0.09
H -4.9086 -3.7243 4.0005 -0.01 0.09 -0.23
H -2.2760 -3.0782 3.8010 -0.12 -0.19 -0.07
I -2.1392 0.2538 3.7031 -0.45 0.37 -0.16
```
Positions in Å, forces in eV/Å.


Record 2
DFT (the ωB97M-V functional and the def2-TZVPD basis) results for a 10-piece molecular cluster, H21O10 overall at a distorted geometry.

Its total charge is +1. As for the HOMO-LUMO gap: 9.654 eV. The LUMO energy comes out at -3.372 eV.

```
31
Properties=species:S:1:pos:R:3:forces:R:3
O -0.0543 0.6809 -0.2225 1.60 2.28 4.17
H -1.0113 0.9749 -0.1025 0.08 -0.63 -0.85
H 0.2037 0.4709 0.7415 0.01 1.02 -0.24
H 0.2267 -0.1851 -0.5435 -1.35 -0.69 -1.41
O 0.2667 -0.4241 2.3525 1.34 -3.90 -3.87
H 0.4587 -1.4341 2.3895 -0.54 2.64 -0.29
H 0.1087 -0.2301 3.2165 -0.74 1.34 3.95
O 2.7667 1.5879 1.0255 -0.27 -2.85 0.77
H 3.1867 2.2239 0.4425 0.56 -0.67 -0.30
H 3.1017 0.6079 0.9865 -0.36 3.53 -0.47
O -0.2613 4.0949 -0.3625 -1.94 0.61 0.62
H -0.7093 4.9089 -0.6975 0.84 -0.69 0.17
H -0.8633 3.8629 0.3915 1.21 0.26 -0.65
O 3.3497 -1.0371 -2.3705 -2.22 1.82 1.97
H 3.1647 -0.0291 -2.4965 0.50 -2.84 0.43
H 2.7587 -1.3571 -1.5105 2.27 1.32 -3.72
O -1.2143 -3.3691 -0.3065 -1.87 -4.16 3.37
H -2.0813 -3.6351 0.1885 2.51 0.44 -1.48
H -1.4243 -2.5761 -0.6995 -0.65 2.85 -1.27
O 2.1097 -1.6681 -0.2665 -1.65 -2.16 2.97
H 2.8287 -1.7101 0.3495 2.17 1.48 0.17
H 1.7897 -2.4641 0.2505 -1.31 0.29 -1.84
O -0.7713 -1.1321 -1.3735 0.05 -0.98 -1.26
H -0.1543 -1.4831 -2.0235 -0.11 -0.27 -0.54
H -1.5293 -0.7791 -1.8475 0.01 0.13 -0.27
O -2.3573 2.0819 0.0055 2.51 1.61 -0.34
H -3.2463 1.9449 -0.1035 -3.81 -1.77 0.20
H -2.4043 2.9569 -0.4265 1.37 -0.15 0.01
O -2.4733 -0.8071 0.8805 0.45 -0.01 -0.02
H -2.4033 -1.5751 1.4975 -0.92 1.14 -0.84
H -3.3633 -0.5001 0.6365 0.27 -1.00 0.89
```
Positions in Å, forces in eV/Å.


Record 3
DFT (the ωB97M-V functional and the def2-TZVPD basis) results for C33H48BBaGeN7O4 as an isolated structure at a distorted geometry.

Its total charge is -2. As for the HOMO-LUMO gap: 2.785 eV. The LUMO energy comes out at 3.718 eV.

```
95
Properties=species:S:1:pos:R:3:forces:R:3
Ba 0.0280 -0.2854 0.0112 0.23 -1.67 1.19
C -3.4893 2.1579 1.0382 0.17 0.05 -0.04
C -2.1324 2.8432 1.2479 -0.24 -0.16 0.12
C -2.2707 4.3553 1.0838 0.13 -0.17 -0.02
C -1.5757 2.4713 2.5907 0.00 0.20 0.22
C -1.7400 3.1212 3.8309 -0.01 0.01 0.00
C -1.0553 2.3236 4.7236 -0.05 0.02 -0.14
N -0.5343 1.2823 4.0464 -0.07 0.18 0.30
N -0.8509 1.3711 2.7443 0.02 -0.11 -0.46
B 0.2826 0.1342 4.6809 -0.03 -0.19 -0.39
N 1.7096 0.0890 4.0850 0.15 0.13 0.31
C 2.8476 0.1471 4.8025 0.08 0.04 -0.17
C 3.9130 0.0948 3.9271 0.01 -0.04 -0.01
C 3.3114 -0.0062 2.6569 0.09 0.00 0.22
N 1.9902 -0.0042 2.7757 -0.13 -0.05 -0.47
C 3.9536 -0.0629 1.3006 -0.06 0.25 0.15
C 5.4105 -0.5101 1.3719 -0.10 0.03 -0.03
C 3.8438 1.3071 0.6190 0.00 -0.22 -0.02
N -0.4235 -1.2140 4.4918 0.05 0.27 0.67
C -0.8562 -2.0518 5.4546 -0.14 -0.26 -0.03
C -1.4076 -3.1551 4.8342 0.04 0.11 0.00
C -1.2600 -2.8952 3.4496 0.00 -0.04 0.41
N -0.6674 -1.7195 3.2884 -0.08 -0.20 -1.24
C -1.6615 -3.7553 2.2906 -0.04 0.03 0.09
C -1.0819 -5.1626 2.4232 -0.01 0.12 -0.02
C -3.1823 -3.8166 2.1414 0.12 0.04 -0.04
H -3.8664 2.3442 0.0295 -0.02 -0.02 -0.02
H -4.2224 2.5295 1.7584 -0.04 -0.04 0.03
H -3.3818 1.0820 1.1790 -0.12 -0.04 0.00
H -1.4459 2.4598 0.4894 -0.20 0.29 0.22
H -2.9935 4.7583 1.7972 -0.02 0.04 0.01
H -2.6187 4.5929 0.0761 -0.07 0.06 0.06
H -1.3124 4.8504 1.2455 0.00 0.05 -0.01
H -2.2746 4.0310 4.0488 0.01 0.02 -0.02
H -0.9074 2.4341 5.7849 0.05 -0.09 0.01
H 0.3773 0.3517 5.8633 0.03 0.04 0.08
H 2.8326 0.2226 5.8771 -0.10 0.00 0.01
H 4.9613 0.1133 4.1743 0.01 -0.02 -0.02
H 3.3967 -0.7883 0.6996 0.12 0.09 0.23
H 6.0167 0.2331 1.8966 0.00 0.03 0.07
H 5.8119 -0.6331 0.3647 0.02 0.00 0.12
H 5.4942 -1.4641 1.8929 0.06 -0.02 -0.03
H 4.3515 2.0697 1.2144 -0.02 0.03 0.01
H 2.7955 1.5888 0.5172 0.00 0.17 -0.05
H 4.3016 1.2814 -0.3737 -0.19 0.06 0.37
H -0.7428 -1.8161 6.5005 0.04 0.07 -0.01
H -1.8466 -4.0200 5.3038 0.00 -0.02 0.01
H -1.2484 -3.3158 1.3736 0.03 -0.03 -0.09
H -1.5054 -5.6881 3.2862 0.00 -0.02 0.02
H 0.0008 -5.1127 2.5445 0.02 -0.05 -0.02
H -1.2991 -5.7332 1.5192 0.03 -0.02 -0.02
H -3.6482 -4.2875 3.0134 -0.03 0.00 0.02
H -3.4377 -4.3949 1.2513 -0.04 0.01 -0.02
H -3.5961 -2.8126 2.0300 -0.05 -0.01 -0.01
C 4.8587 0.5744 -2.8461 -0.09 0.00 -0.09
C 3.7333 -0.4652 -2.7793 0.07 0.27 -0.05
C 3.9958 -1.4102 -1.7074 0.16 -0.53 0.04
N 4.2870 -2.1423 -0.8703 -0.04 -0.11 -0.37
H 4.6852 1.2505 -3.6824 0.00 0.02 -0.01
H 5.8325 0.0988 -2.9671 0.01 0.00 -0.02
H 4.8715 1.1610 -1.9279 0.15 -0.03 -0.36
H 3.6521 -1.0194 -3.7155 -0.07 -0.02 0.04
H 2.7773 0.0280 -2.5939 -0.04 -0.04 -0.10
O 1.1581 1.3255 -2.5353 -0.13 -0.02 0.14
C 0.2174 2.0246 -2.1143 0.23 0.01 -0.54
O -0.1979 2.0458 -0.9240 -0.02 0.52 -0.33
C -0.5013 2.9240 -3.1032 0.04 0.29 0.05
C -1.3488 3.9142 -2.6204 0.08 -0.18 0.14
C -2.0022 4.8082 -3.4652 -0.05 0.13 -0.27
C -1.7595 4.6668 -4.8099 0.01 -0.15 -0.07
O -2.2627 5.4132 -5.8616 0.15 0.03 0.35
C -1.8728 4.7055 -7.0229 -0.34 -0.02 -0.63
O -0.8731 3.7714 -6.6834 0.24 -0.05 0.27
C -0.9191 3.6795 -5.2997 -0.26 0.16 -0.04
C -0.2705 2.7965 -4.4787 0.04 -0.09 -0.04
H -1.4907 3.9711 -1.5498 0.02 -0.02 -0.06
H -2.6725 5.5714 -3.0945 0.02 0.02 0.04
H -1.4862 5.4035 -7.7707 0.05 0.01 0.12
H -2.7480 4.1800 -7.4394 0.08 -0.02 0.13
H 0.3790 2.0220 -4.8617 0.04 -0.02 0.07
C -0.9096 -2.4974 -4.4000 0.07 0.03 0.22
Ge -1.2453 -3.2855 -2.5456 0.05 -0.62 0.76
C -3.2320 -3.0238 -2.3762 0.02 0.08 -0.04
C -1.1888 -5.2784 -2.9620 -0.17 0.08 -0.34
C -0.3584 -2.9523 -0.8907 -0.11 1.33 -0.67
H -1.6018 -2.8781 -5.1583 -0.06 -0.07 0.02
H 0.1124 -2.7149 -4.7229 0.03 -0.02 0.02
H -1.0134 -1.4100 -4.3486 -0.01 0.03 0.00
H -3.7735 -3.5508 -3.1679 0.01 0.01 -0.06
H -3.5162 -1.9681 -2.4170 0.01 0.04 -0.02
H -3.5675 -3.4188 -1.4147 0.06 -0.02 0.04
H -1.8799 -5.5526 -3.7696 0.01 -0.05 -0.07
H -1.4744 -5.8295 -2.0641 -0.01 0.08 0.07
H -0.1852 -5.6072 -3.2465 0.06 0.06 0.00
H 0.6968 -3.2666 -1.0594 0.07 -0.06 0.11
```
Positions in Å, forces in eV/Å.


Record 4
DFT (the ωB97M-V functional and the def2-TZVPD basis) results for C4H5NO2 as an isolated structure.

Its total charge is 0. As for the HOMO-LUMO gap: 8.946 eV. The LUMO energy comes out at 0.506 eV.

```
12
Properties=species:S:1:pos:R:3:forces:R:3
O 1.1062 2.3779 0.6417 0.10 -0.29 0.21
C 0.4724 1.3159 0.3288 0.01 0.07 0.02
N 0.9724 0.0913 0.1093 -0.04 0.26 0.05
C 0.2548 -0.9491 -0.5833 -0.03 0.00 0.00
C -0.9313 -1.5315 0.1646 -0.13 0.09 0.35
O -1.2691 -1.1917 1.2668 0.18 -0.20 -0.48
C -0.6581 2.0646 0.5371 -0.12 -0.11 -0.03
H 1.8318 -0.1377 0.5867 0.02 0.16 -0.20
H 0.9502 -1.7664 -0.8127 -0.13 0.11 0.04
H -0.0979 -0.5807 -1.5562 -0.03 -0.08 0.13
H -1.4807 -2.3126 -0.4050 0.02 0.08 0.09
H -1.0651 2.6796 -0.2608 0.15 -0.10 -0.18
```
Positions in Å, forces in eV/Å.


- Which of these has the lowest total charge?
  C33H48BBaGeN7O4